1.
Molecular formula: C5H8N4O3S
Method: DFT, ωB97M-V/def2-TZVPD

Computed properties:
E	-28250.1145	eV
F_max	2.9	eV/Å
highest occupied orbital energy	-8.79	eV
gap between HOMO and LUMO	8.699	eV

```
21
Properties=species:S:1:pos:R:3:forces:R:3
C 0.321 1.615 2.972 -0.09 0.13 0.29
C -0.957 1.580 2.179 0.07 0.02 0.02
O -2.026 1.970 2.549 -0.12 0.14 0.21
N -0.741 0.994 0.929 0.61 -0.26 -0.29
C -1.637 0.830 -0.060 0.22 -1.24 -1.01
S -3.083 1.492 -0.291 -0.01 0.08 0.62
N -1.101 -0.202 -1.099 -1.58 1.99 1.33
N -2.038 -0.529 -2.043 0.10 -1.25 0.07
N -2.611 0.467 -2.726 -0.43 0.35 -1.28
O -3.614 0.157 -3.336 0.93 -0.16 0.65
C 0.230 -0.431 -1.335 0.20 -0.37 -0.55
C 0.535 -1.044 -2.670 0.27 -0.10 -0.04
O 1.089 -0.171 -0.513 0.20 0.04 -0.01
H 0.763 0.623 3.027 0.05 -0.09 0.00
H 1.035 2.277 2.488 0.09 0.06 -0.08
H 0.117 1.979 3.973 -0.03 0.01 0.03
H 0.197 0.612 0.723 -0.40 0.08 0.11
H -2.560 -1.404 -1.894 -0.08 0.56 -0.02
H 1.562 -1.397 -2.670 0.01 0.03 0.06
H -0.145 -1.858 -2.905 0.05 0.01 -0.06
H 0.423 -0.274 -3.434 -0.07 -0.03 -0.07
```
Forces are in eV/Å.

2.
Molecular formula: C5H8N5S
Method: DFT, ωB97M-V/def2-TZVPD

Computed properties:
E	-23586.7711	eV
F_max	8.5	eV/Å
highest occupied orbital energy	-13.35	eV
net charge	+1
gap between HOMO and LUMO	8.655	eV

```
19
Properties=species:S:1:pos:R:3:forces:R:3
C 2.538 0.588 0.995 -0.69 -0.26 -0.41
C 2.007 1.395 -0.369 1.01 -0.14 1.19
N 1.134 0.383 -1.113 -2.16 0.91 0.84
C -0.187 0.145 -0.713 -1.93 -1.18 -0.47
N -1.059 -0.907 -1.429 -2.07 4.82 6.74
C -2.310 -0.784 -0.586 3.59 0.52 -1.12
N -3.424 -1.742 -0.980 3.37 -3.53 5.54
C -3.133 -2.910 -0.264 1.62 0.70 -1.39
S -2.482 -4.363 0.419 -2.88 5.58 -2.57
N -2.229 0.264 0.504 -0.80 -4.47 -4.36
N -0.963 0.824 0.435 2.81 -1.19 -2.77
H 1.821 0.931 1.855 1.82 -0.74 -1.27
H 2.364 -0.582 0.836 0.42 2.64 0.29
H 3.678 0.745 1.206 -2.41 -0.01 -0.22
H 2.939 1.748 -0.994 -2.17 -1.01 0.86
H 1.417 2.391 -0.085 1.05 -2.35 -0.76
H 1.558 -0.150 -1.930 -1.31 0.85 1.59
H -3.049 0.439 1.126 1.52 0.32 -0.48
H -0.619 1.585 1.086 -0.80 -1.46 -1.20
```
Forces are in eV/Å.

3.
Molecular formula: C5H8N6O3
Method: DFT, ωB97M-V/def2-TZVPD

Computed properties:
E	-20390.2258	eV
F_max	3.5	eV/Å
highest occupied orbital energy (alpha / beta)	-8.94 / -8.94	eV
gap between HOMO and LUMO (alpha / beta)	8.249 / 8.252	eV

```
22
Properties=species:S:1:pos:R:3:forces:R:3
C -1.683 2.288 -1.107 2.55 1.24 0.37
C -1.132 0.997 -0.601 -1.40 0.64 1.10
N 0.106 0.527 -0.599 -0.39 0.43 -0.48
C -0.009 -0.628 0.039 2.33 1.28 -2.34
N 1.111 -1.463 0.062 -1.09 -2.68 0.68
N 2.267 -0.957 -0.443 -0.66 1.69 0.72
O 3.028 -1.708 -1.023 0.61 -1.44 -1.28
C 2.464 0.340 -0.340 1.70 -0.59 0.04
N 2.173 0.988 0.880 1.36 1.52 -1.46
O 1.576 0.389 1.718 -0.95 -0.28 2.04
O 2.648 2.117 0.982 -0.37 -0.28 0.18
N -1.239 -0.816 0.377 -1.19 -2.31 2.05
C -1.861 -1.879 1.121 -2.48 0.46 0.24
N -1.992 0.193 0.007 -0.84 1.36 -0.70
H -2.357 1.913 -1.819 -1.46 0.46 -1.07
H -0.853 2.882 -1.640 -1.38 -0.81 0.87
H -2.145 2.902 -0.279 0.41 -0.78 -1.11
H 0.987 -2.456 -0.222 0.43 1.11 0.28
H 3.242 0.741 -0.961 0.08 0.14 0.17
H -2.470 -2.471 0.437 0.61 -0.58 -0.23
H -1.116 -2.425 1.665 0.05 -0.38 0.37
H -2.744 -1.472 1.748 2.07 -0.19 -0.43
```
Forces are in eV/Å.